{
  "formula": "C6H8N2O5P2",
  "method": "wB97M-V/def2-TZVPD",
  "species": ["N", "C", "P", "O", "O", "O", "P", "O", "O", "C", "C", "C", "C", "C", "N", "H", "H", "H", "H", "H", "H", "H", "H"],
  "positions_angstrom": [[-2.259699, 0.249535, 1.806193], [-2.274647, 0.005478, 0.322321], [-1.339479, 1.290520, -0.568292], [-1.377860, 1.396569, -2.058225], [-0.050480, 1.574571, 0.142466], [-2.354646, 2.606694, -0.147382], [-1.551666, -1.852813, -0.179368], [-2.056855, -2.362164, -1.475791], [-1.800634, -2.671220, 1.018041], [0.231311, -1.396130, -0.410549], [0.667356, -1.074503, -1.731989], [2.001269, -0.742046, -1.850958], [2.803019, -0.634545, -0.744823], [2.334872, -1.003402, 0.459502], [1.035748, -1.304631, 0.614434], [-2.079637, -0.672534, 2.327161], [-1.461530, 0.889299, 1.820296], [-3.324754, -0.299327, -0.071647], [-2.536267, 2.890704, 0.827420], [-0.141094, -1.151170, -2.482376], [2.535464, -0.510191, -2.836756], [3.936234, -0.436617, -0.982186], [2.890668, -1.136218, 1.298810]],
  "atomic_forces_ev_per_a": [[0.19, -0.92, -0.78], [-0.82, -3.82, -1.03], [-0.80, 3.05, 0.32], [-0.26, -1.11, 0.32], [-0.04, -0.69, 0.37], [-0.88, 1.13, 2.05], [-0.05, 2.45, 0.52], [-0.24, 0.24, -1.12], [0.09, -0.81, 1.73], [-0.09, 0.32, -1.38], [-0.65, -0.59, 0.70], [-0.11, 0.80, -2.73], [3.83, -0.02, -1.37], [-2.89, 0.10, -1.16], [0.53, -0.90, 1.37], [0.13, 1.77, -1.31], [0.22, -0.55, 1.09], [1.41, 1.33, 0.50], [0.97, -1.47, -2.65], [1.04, 0.15, 0.07], [-1.26, -0.32, 1.19], [-2.14, -0.23, 0.92], [1.82, 0.07, 2.38]],
  "relative_energy_kj_mol": 62.8,
  "charge": -2,
  "gap_ev": 6.793,
  "fmax_ev_per_a": 4.1,
  "mol_weight_g_mol": 250.1,
  "lumo_energy_ha": 0.2148,
  "smiles": "N[C@@H]([P@](=O)([O-])O)[P@](=O)([O-])c1ccccn1"
}